[1]
The following is a quantum chemistry calculation of a cluster of 9 separate species, C33H75Cl2N3O18 in total in a non-equilibrium geometry, from OMol25.

Atoms and positions in Å:
C: -3.170 2.827 -0.384
O: -4.435 3.362 -0.657
C: -5.054 2.983 -1.876
C: -6.505 3.444 -1.776
C: -7.260 2.984 -3.017
N: -6.622 4.887 -1.606
H: -3.187 1.798 -0.004
H: -2.827 3.393 0.486
H: -2.413 2.937 -1.170
H: -4.553 3.468 -2.734
H: -4.933 1.902 -2.008
H: -6.865 2.930 -0.883
H: -7.160 1.908 -3.147
H: -6.956 3.527 -3.913
H: -8.328 3.175 -2.872
H: -6.061 5.372 -2.308
H: -6.093 5.130 -0.765
C: -0.364 4.882 -2.496
O: 0.285 3.950 -1.661
C: 1.648 3.772 -2.033
C: 2.260 2.690 -1.144
C: 1.327 1.484 -1.127
N: 2.492 3.231 0.219
H: 0.073 4.950 -3.496
H: -0.240 5.886 -2.066
H: -1.422 4.638 -2.550
H: 1.704 3.476 -3.092
H: 2.151 4.743 -1.930
H: 3.224 2.391 -1.564
H: 1.771 0.617 -0.648
H: 1.180 1.318 -2.196
H: 0.319 1.619 -0.738
H: 2.889 4.175 0.174
H: 1.562 3.532 0.535
C: 5.146 -2.820 3.586
O: 4.708 -1.492 3.533
C: 4.763 -0.956 2.224
C: 4.494 0.526 2.280
C: 3.149 0.930 2.899
N: 4.635 1.037 0.910
H: 4.464 -3.485 3.048
H: 5.167 -3.121 4.630
H: 6.162 -2.952 3.186
H: 5.785 -1.088 1.846
H: 4.036 -1.472 1.574
H: 5.268 0.991 2.894
H: 2.991 0.358 3.816
H: 2.276 0.962 2.244
H: 3.206 1.993 3.170
H: 3.996 0.516 0.313
H: 4.293 1.992 0.870
C: 1.286 -5.191 7.946
C: 1.263 -3.754 7.499
O: 0.703 -3.595 6.204
C: 1.555 -3.678 5.179
O: 2.646 -4.153 5.247
O: 0.948 -3.216 4.101
C: 1.618 -3.368 2.866
H: 1.730 -5.279 8.937
H: 1.841 -5.851 7.282
H: 0.253 -5.546 7.963
H: 2.261 -3.311 7.554
H: 0.667 -3.150 8.183
H: 0.875 -3.481 2.069
H: 2.258 -4.244 2.814
H: 2.119 -2.459 2.524
C: -0.403 3.333 2.070
C: 0.345 3.904 3.242
O: -0.444 4.796 4.049
C: -0.725 5.977 3.538
O: -0.135 6.516 2.648
O: -1.744 6.511 4.217
C: -2.459 7.542 3.548
H: -1.382 2.884 2.236
H: 0.138 2.468 1.670
H: -0.424 4.045 1.240
H: 1.249 4.440 2.936
H: 0.696 3.131 3.926
H: -2.165 8.504 3.976
H: -3.513 7.419 3.791
H: -2.323 7.572 2.472
C: -1.398 1.191 -4.220
C: -2.682 0.504 -3.754
O: -3.363 0.132 -4.959
C: -4.699 0.117 -4.938
O: -5.390 0.373 -3.983
O: -5.134 -0.268 -6.150
C: -6.528 0.012 -6.414
H: -1.605 2.257 -4.342
H: -1.033 0.793 -5.162
H: -0.629 1.140 -3.447
H: -3.238 1.245 -3.183
H: -2.493 -0.348 -3.109
H: -7.156 -0.807 -6.073
H: -6.570 0.092 -7.498
H: -6.835 0.952 -5.966
C: 1.025 -8.140 0.406
C: 1.056 -6.825 1.185
O: -0.260 -6.294 1.384
C: -0.719 -5.447 0.470
O: -0.089 -4.583 -0.066
O: -1.997 -5.708 0.262
C: -2.637 -4.871 -0.694
H: 0.809 -7.921 -0.640
H: 0.285 -8.846 0.778
H: 2.020 -8.570 0.527
H: 1.662 -6.139 0.590
H: 1.501 -6.967 2.166
H: -3.696 -5.105 -0.633
H: -2.293 -5.040 -1.717
H: -2.515 -3.801 -0.512
C: 4.145 -0.186 -4.977
C: 5.007 -1.038 -4.067
O: 4.479 -2.364 -3.961
C: 3.552 -2.575 -3.043
O: 2.972 -1.723 -2.405
O: 3.340 -3.878 -2.975
C: 2.393 -4.336 -2.028
H: 4.058 -0.712 -5.935
H: 4.770 0.656 -5.299
H: 3.172 0.052 -4.582
H: 5.109 -0.613 -3.068
H: 5.999 -1.139 -4.497
H: 1.573 -3.626 -1.949
H: 2.842 -4.365 -1.031
H: 2.035 -5.331 -2.258
Cl: -0.103 -0.492 1.742
C: -0.454 -1.322 0.220
Cl: -1.742 -0.543 -0.705
H: 0.456 -1.293 -0.374
H: -0.710 -2.362 0.379

As for the SMILES: COC[C@H](C)N.COC[C@H](C)N.COC[C@H](C)N.CCOC(=O)OC.CCOC(=O)OC.CCOC(=O)OC.CCOC(=O)OC.CCOC(=O)OC.ClCCl. For the HOMO energy, the calculation gives -8.782 eV. The molecular weight is 872.872 g/mol. The calculation puts the lowest unoccupied orbital energy at 0.40 eV. The HOMO-LUMO gap is 9.18 eV.

[2]
The following is a quantum chemistry calculation of a structure of composition C33H75IN8O11Si2 in a non-equilibrium geometry, from OMol25.

Atoms and positions in Å:
C: -5.167 1.671 4.293
C: -4.547 2.516 3.419
C: -4.970 2.432 2.019
O: -5.058 3.428 1.346
O: -5.304 1.212 1.575
C: -4.971 1.025 0.181
C: -4.878 -0.461 -0.123
C: -5.253 -0.724 -1.573
C: -5.058 -2.170 -1.988
C: -3.589 -2.499 -2.285
C: -3.255 -2.333 -3.783
Si: -1.429 -2.298 -4.168
O: -0.487 -1.966 -2.828
Si: 0.537 -3.033 -2.134
I: -0.620 -4.587 -0.644
H: -5.679 2.018 5.180
H: -5.184 0.612 4.063
H: -3.767 3.209 3.707
H: -5.736 1.489 -0.440
H: -4.035 1.519 -0.065
H: -5.536 -0.992 0.563
H: -3.852 -0.772 0.075
H: -6.302 -0.444 -1.692
H: -4.688 -0.042 -2.212
H: -5.646 -2.384 -2.881
H: -5.429 -2.846 -1.217
H: -3.414 -3.543 -2.031
H: -2.921 -1.875 -1.695
H: -3.704 -3.185 -4.296
H: -3.736 -1.436 -4.172
H: -0.972 -3.548 -4.824
H: -1.176 -1.192 -5.118
H: 1.465 -2.280 -1.280
H: 1.267 -3.805 -3.152
C: -1.513 2.853 -1.316
O: -2.623 2.561 -1.736
N: -1.251 3.872 -0.485
C: 0.103 4.137 -0.030
C: -2.367 4.706 -0.053
H: -0.613 2.278 -1.590
H: 0.165 4.060 1.055
H: 0.421 5.137 -0.330
H: 0.785 3.408 -0.460
H: -3.112 4.100 0.458
H: -2.843 5.148 -0.929
H: -2.012 5.494 0.608
C: 2.375 1.531 1.431
O: 2.503 2.713 1.728
N: 3.324 0.772 0.872
C: 3.098 -0.623 0.546
C: 4.633 1.336 0.573
H: 1.435 0.985 1.601
H: 3.833 -1.233 1.074
H: 3.226 -0.773 -0.529
H: 2.086 -0.915 0.825
H: 5.100 1.705 1.486
H: 4.533 2.174 -0.118
H: 5.257 0.568 0.127
C: -1.247 0.778 3.837
O: -0.577 0.295 2.938
N: -0.769 1.209 5.014
C: -1.644 1.753 6.036
C: 0.660 1.130 5.276
H: -2.336 0.904 3.749
H: -1.368 2.783 6.268
H: -1.580 1.160 6.950
H: -2.675 1.734 5.687
H: 1.215 1.717 4.548
H: 1.003 0.096 5.213
H: 0.858 1.516 6.272
C: 5.703 -3.047 1.575
O: 5.657 -1.890 1.948
N: 6.760 -3.588 0.949
C: 6.783 -4.967 0.513
C: 7.916 -2.736 0.702
H: 4.864 -3.753 1.711
H: 7.599 -5.510 0.993
H: 6.916 -5.026 -0.569
H: 5.843 -5.449 0.775
H: 8.316 -2.360 1.644
H: 7.632 -1.879 0.091
H: 8.680 -3.316 0.189
C: -4.915 -1.965 6.052
O: -4.953 -0.769 6.285
N: -3.864 -2.578 5.481
C: -3.840 -3.998 5.203
C: -2.711 -1.756 5.149
H: -5.744 -2.648 6.300
H: -3.021 -4.481 5.740
H: -3.708 -4.177 4.134
H: -4.778 -4.448 5.519
H: -2.326 -1.278 6.051
H: -3.002 -0.979 4.448
H: -1.936 -2.373 4.703
C: 6.818 -0.701 -2.724
O: 6.610 -0.388 -1.563
N: 5.876 -0.754 -3.676
C: 6.176 -1.130 -5.049
C: 4.511 -0.420 -3.313
H: 7.822 -0.970 -3.092
H: 5.917 -0.308 -5.722
H: 5.609 -2.012 -5.334
H: 7.232 -1.354 -5.156
H: 4.454 0.598 -2.926
H: 4.150 -1.094 -2.535
H: 3.877 -0.510 -4.191
C: 7.024 -3.642 -8.096
O: 6.830 -3.343 -6.931
N: 6.066 -3.676 -9.038
C: 6.346 -4.039 -10.412
C: 4.706 -3.336 -8.653
H: 8.021 -3.913 -8.479
H: 6.088 -3.219 -11.086
H: 5.771 -4.920 -10.702
H: 7.405 -4.261 -10.523
H: 4.665 -2.320 -8.259
H: 4.350 -4.013 -7.876
H: 4.060 -3.412 -9.523
C: -4.935 6.186 3.801
O: -4.240 6.401 4.778
N: -5.989 6.937 3.434
C: -6.773 6.620 2.257
C: -6.340 8.089 4.246
H: -4.755 5.341 3.118
H: -6.746 7.447 1.544
H: -7.813 6.429 2.527
H: -6.365 5.731 1.778
H: -5.509 8.793 4.289
H: -6.570 7.781 5.267
H: -7.208 8.579 3.812

For the HOMO energy, the calculation gives -8.361 eV. The molecular weight is 943.084 g/mol. The calculation puts the lowest unoccupied orbital energy at 0.23 eV. The HOMO-LUMO gap is 8.59 eV.

[3]
The following is a quantum chemistry calculation of a cluster of 7 separate species, C33H75N4O20P2S6 in total in a non-equilibrium geometry, from OMol25.

Atoms and positions in Å:
C: 1.347 -4.420 -1.266
C: 0.379 -3.490 -2.206
C: 1.218 -2.555 -3.298
C: 1.955 -1.263 -2.611
C: 0.768 -0.325 -1.892
C: 0.995 -0.495 -0.281
P: -0.033 0.721 0.813
O: -1.032 1.722 1.800
C: -1.244 -0.698 1.192
C: -2.312 -0.387 2.434
C: -3.907 -0.006 2.150
N: -1.958 -0.470 3.776
N: -1.084 1.084 -0.625
C: -2.125 1.923 -0.225
O: -3.398 2.329 0.000
P: 1.259 2.314 0.086
N: 1.282 3.692 0.887
C: 1.178 0.245 2.264
C: 1.643 -1.279 2.622
C: 2.657 -1.545 3.835
N: 3.357 -0.618 4.762
C: 2.949 0.757 4.371
C: 1.934 1.293 3.250
H: 2.425 -4.408 -1.720
H: 0.960 -5.527 -1.277
H: 1.372 -4.083 -0.128
H: -0.302 -4.204 -2.857
H: -0.381 -2.847 -1.550
H: 0.388 -2.106 -4.029
H: 1.963 -3.270 -3.873
H: 2.673 -1.648 -1.752
H: 2.580 -0.639 -3.398
H: 0.930 0.748 -2.320
H: -0.247 -0.774 -2.298
H: 2.152 -0.313 -0.055
H: 0.803 -1.629 -0.045
H: -0.706 1.864 2.729
H: -1.953 -0.856 0.242
H: -0.793 -1.743 1.418
H: -4.584 -0.533 2.949
H: -4.275 -0.355 1.077
H: -4.104 1.150 2.235
H: -0.949 -0.745 3.785
H: 2.638 1.810 0.060
H: 0.852 2.656 -1.286
H: 0.632 3.572 1.682
H: 1.246 -2.206 2.000
H: 2.912 -2.694 4.049
H: 3.488 1.601 5.025
H: 1.750 2.454 3.158
O: 1.183 -7.956 0.975
S: 0.201 -8.761 0.279
O: -0.671 -8.203 -0.733
O: -0.707 -9.555 1.373
C: -1.342 -8.810 2.403
C: -2.600 -8.130 1.897
C: 1.017 -10.182 -0.404
H: -0.650 -8.086 2.844
H: -1.612 -9.521 3.191
H: -2.357 -7.340 1.179
H: -3.153 -7.677 2.725
H: -3.249 -8.846 1.384
H: 1.622 -10.650 0.375
H: 1.656 -9.845 -1.223
H: 0.263 -10.875 -0.781
O: -0.173 8.149 -3.518
S: 0.029 8.842 -2.263
O: 1.296 9.453 -1.920
O: -0.432 7.871 -1.039
C: 0.119 6.565 -0.959
C: 1.518 6.591 -0.372
C: -1.251 10.058 -2.075
H: 0.111 6.076 -1.939
H: -0.534 5.981 -0.302
H: 2.221 7.079 -1.052
H: 1.877 5.574 -0.185
H: 1.534 7.152 0.568
H: -2.216 9.585 -2.263
H: -1.074 10.851 -2.804
H: -1.207 10.464 -1.063
O: -9.331 -1.720 4.111
S: -8.645 -0.562 3.579
O: -7.218 -0.558 3.337
O: -9.026 0.741 4.480
C: -8.839 0.676 5.886
C: -7.383 0.882 6.260
C: -9.468 -0.050 2.092
H: -9.221 -0.267 6.289
H: -9.438 1.481 6.326
H: -6.769 0.042 5.922
H: -7.271 0.970 7.344
H: -6.984 1.785 5.786
H: -10.540 0.020 2.288
H: -9.276 -0.800 1.323
H: -9.067 0.916 1.780
O: -4.372 8.578 -6.855
S: -3.959 7.243 -7.231
O: -3.902 6.159 -6.274
O: -2.531 7.328 -8.010
C: -1.451 8.006 -7.384
C: -0.790 7.136 -6.331
C: -4.936 6.717 -8.617
H: -1.782 8.959 -6.959
H: -0.721 8.237 -8.167
H: -1.460 6.969 -5.483
H: 0.121 7.610 -5.955
H: -0.537 6.153 -6.742
H: -4.924 7.503 -9.375
H: -5.956 6.549 -8.268
H: -4.519 5.789 -9.012
O: 3.429 -0.657 -6.001
S: 3.805 -1.830 -6.761
O: 3.814 -3.154 -6.176
O: 5.246 -1.562 -7.472
C: 6.338 -1.144 -6.666
C: 6.955 -2.313 -5.922
C: 2.832 -1.877 -8.245
H: 6.032 -0.352 -5.974
H: 7.086 -0.713 -7.339
H: 6.268 -2.706 -5.167
H: 7.876 -2.007 -5.417
H: 7.183 -3.134 -6.610
H: 2.880 -0.901 -8.730
H: 1.802 -2.108 -7.967
H: 3.225 -2.657 -8.901
O: 7.810 -3.332 9.040
S: 6.460 -3.850 8.961
O: 6.072 -4.831 7.969
O: 5.415 -2.603 8.900
C: 5.602 -1.602 7.911
C: 5.088 -2.059 6.559
C: 5.992 -4.455 10.562
H: 6.654 -1.301 7.853
H: 5.033 -0.723 8.232
H: 5.701 -2.873 6.160
H: 5.109 -1.235 5.839
H: 4.063 -2.435 6.640
H: 6.216 -3.690 11.308
H: 6.570 -5.358 10.766
H: 4.926 -4.689 10.554

The net charge is -1. For the HOMO energy, the calculation gives -5.334 eV. The molecular weight is 1102.321 g/mol. The calculation puts the lowest unoccupied orbital energy at 1.82 eV. The HOMO-LUMO gap is 7.15 eV.